1.
Below is C44H47BBrCoGe2IN9O4 as an isolated structure in a non-equilibrium geometry, with properties calculated with ωB97M-V/def2-TZVPD.

The geometry in XYZ format:
```
110
Properties=species:S:1:pos:R:3:forces:R:3
H 3.09130 1.93278 -1.74444 0.021 -0.008 0.031
H -2.67162 3.19676 4.04078 -0.027 0.039 -0.014
C 0.63297 -0.12696 5.79182 -0.061 0.002 -0.059
C -2.95541 -1.14434 -0.00186 0.155 -0.070 0.083
H -3.93245 3.71773 0.09606 -0.017 -0.033 -0.052
H 2.47850 2.40707 -6.09847 -0.019 0.001 0.012
C -0.36597 2.01345 -1.68855 -0.131 0.196 -0.065
H -3.05295 -1.78291 -0.88060 0.018 0.014 0.006
C -3.79850 2.63435 0.09020 0.054 0.075 -0.100
C 3.13589 -3.43237 5.69284 -0.040 0.038 -0.158
H -0.12397 4.13791 -3.20879 0.014 -0.034 0.007
O 1.23877 -0.17597 -2.68832 0.111 0.042 -0.177
C -4.29685 -3.83300 -6.24047 -0.001 0.017 -0.040
C -0.69548 -0.13227 5.38447 0.046 0.015 0.079
C -4.20156 0.69626 2.56245 -0.048 -0.034 0.055
C -0.49864 -2.56337 2.34004 -0.122 -0.085 0.044
Ge -3.02652 2.06010 1.79451 -0.126 -0.384 -0.395
H 3.75923 -4.23867 6.07722 0.001 0.031 0.001
C -3.81408 -2.70898 -6.89132 -0.040 -0.073 0.009
C 3.66442 -0.50794 1.62642 0.038 -0.075 -0.087
H -5.09212 0.61702 1.93675 0.023 -0.023 0.051
H 0.98717 -3.81075 -4.38307 -0.015 0.001 -0.007
C 0.63178 -3.08146 -3.65794 0.098 0.020 0.029
H -2.06282 0.26781 3.79121 -0.009 -0.029 0.025
H 0.89020 -0.45562 6.79070 0.002 -0.019 -0.015
H -2.80817 -0.12524 -0.35952 -0.022 0.017 -0.021
H -2.41423 4.37337 2.73912 -0.040 0.012 0.029
H 2.09973 2.86571 2.26607 -0.005 0.037 -0.029
O 0.55755 5.58253 -4.94820 -0.005 -0.026 0.020
N 1.92672 -2.92977 -0.29442 -0.092 -0.141 0.116
H 4.85060 1.33143 1.33741 -0.058 -0.026 -0.008
H -3.91631 -2.60838 -7.96300 -0.004 0.008 0.013
C -0.03546 0.75505 3.24387 0.662 -0.711 -0.364
H 2.76645 -4.94969 -2.70252 -0.031 0.028 0.037
H -1.46901 -0.48060 6.05764 0.014 0.035 -0.010
H -3.88406 -1.19774 0.55677 -0.066 0.003 0.030
H 1.95250 2.72498 -0.65449 -0.019 0.031 -0.001
C 2.35468 -4.19502 -2.05334 0.030 0.022 -0.027
H -3.19122 2.36060 -0.77367 -0.053 -0.015 0.013
C 2.78815 -3.65887 4.25313 -0.049 0.039 0.094
C 1.63237 0.28696 4.91967 0.025 0.024 -0.033
C -3.06027 -1.81707 -4.79107 0.012 0.008 -0.025
N 2.52100 -0.91081 1.05559 -0.226 -0.025 0.180
C 2.22452 -4.53506 2.31156 -0.114 0.103 -0.037
H -2.68639 -2.61227 2.62299 0.021 0.070 -0.022
H 3.40006 -4.43534 -0.09698 -0.061 0.040 -0.011
H -0.43682 -3.24430 -3.50690 -0.002 -0.004 0.001
H -4.06468 3.85592 3.15697 0.043 0.015 0.034
H 1.46556 6.89554 1.00963 -0.002 -0.030 -0.021
H 2.48354 0.24481 -4.88256 -0.006 0.032 0.036
H 3.68497 2.92207 -0.41211 -0.015 0.027 -0.001
C -1.03017 0.29184 4.10720 0.084 0.040 -0.014
H -0.05406 -3.08349 3.17492 0.019 0.017 -0.068
C 1.91565 4.90610 1.68019 -0.031 0.033 -0.007
C 1.30419 0.71548 3.64450 -0.161 -0.022 0.188
B 1.79441 -2.27769 1.11261 -0.067 0.164 -0.059
C -3.52905 -2.95379 -4.14416 -0.022 -0.042 -0.041
H -4.50408 1.03871 3.55432 -0.003 -0.063 -0.031
N 2.30022 -3.17990 2.21673 0.136 0.083 -0.115
C 2.67940 -3.95222 -0.73683 -0.001 0.052 -0.013
O -0.54185 1.02965 -0.91178 0.151 -0.200 0.614
Br -2.55780 -0.20102 -7.12319 0.016 0.043 0.005
C 0.44215 3.28187 -3.55634 -0.187 0.081 0.175
I -2.18236 -0.32407 -3.63055 -0.038 0.018 -0.069
C -3.02459 3.53354 3.06499 0.189 0.088 0.105
C 1.18869 0.93118 -3.29818 -0.077 0.034 -0.003
N 1.14304 -2.48244 -1.31036 0.132 0.108 0.166
C -1.81047 -1.59968 0.84544 -0.046 0.063 -0.028
N -0.53872 -1.43775 0.45368 -0.002 0.217 0.219
N 1.19125 4.65713 -5.41464 0.007 -0.089 0.045
N 0.25531 -2.05434 1.36227 0.127 0.167 -0.120
C -1.82653 -2.29624 2.05483 0.013 -0.127 0.002
C 2.54009 -4.88568 3.59379 0.049 -0.049 0.142
H -3.75290 -0.28773 2.65669 -0.001 -0.055 -0.012
N 2.06919 0.02583 0.17170 0.017 -0.153 0.213
C 1.92419 1.09587 -4.51581 0.024 0.005 -0.022
H 0.76404 -2.08138 -4.06800 0.002 -0.016 0.008
C -0.13912 5.53430 0.59399 -0.039 -0.019 -0.015
H 2.09032 1.01506 2.96826 0.035 -0.051 -0.027
H 3.66497 -2.48667 5.80672 0.010 -0.038 0.008
C -4.14912 -3.96025 -4.86800 0.009 0.002 0.046
C -3.19512 -1.69712 -6.17035 0.018 -0.028 0.062
C 1.46178 3.60197 1.79895 -0.189 0.129 0.105
H 1.92087 -5.14885 1.47912 0.036 0.039 0.014
H -3.40995 -3.05123 -3.07299 -0.019 0.019 -0.009
H 2.67060 0.26487 5.22760 -0.049 -0.014 -0.007
N 2.63040 -2.63913 3.42639 0.001 -0.168 -0.119
C -0.59029 4.22535 0.70334 0.170 0.101 0.079
H -1.56765 3.97217 0.30778 -0.002 0.056 0.057
H -4.51901 -4.83864 -4.35533 0.011 0.017 -0.013
H -4.77716 2.16660 -0.02015 0.014 0.038 -0.052
H -0.76516 6.28538 0.12776 0.032 -0.019 0.006
Ge -0.60161 1.49980 1.56846 -1.126 0.972 0.655
C 2.91053 2.21551 -0.70547 0.054 -0.172 -0.013
C 2.97054 1.01811 0.18850 -0.050 0.033 0.007
H 4.15736 -1.12137 2.36184 -0.042 0.016 -0.037
C 3.98391 0.73048 1.11200 0.089 -0.024 -0.082
C 0.19031 3.25055 1.33248 0.472 -0.166 -0.556
C 1.11333 5.87465 1.08675 0.025 -0.047 0.017
H -4.79061 -4.60805 -6.81165 0.029 0.003 0.008
Co 0.35739 -0.70538 -1.09886 0.218 -0.116 -0.077
C 1.91880 2.27799 -5.18198 -0.020 0.092 -0.022
H 2.89947 5.16862 2.04936 -0.040 0.004 0.007
O 1.84130 4.70164 -6.43710 0.022 -0.033 -0.014
H 2.23019 -3.38647 6.30102 0.020 -0.036 0.016
C 1.37848 -3.24287 -2.37399 -0.021 -0.118 -0.149
H -0.90511 2.93028 -1.43407 0.060 -0.050 -0.029
C 0.42114 2.05991 -2.83664 -0.075 -0.154 -0.093
C 1.17287 3.37992 -4.68285 0.181 0.064 -0.294
H 2.60304 -5.88230 4.00182 -0.027 0.078 -0.015
```
Forces are in eV/Å.

Computed properties:
2S+1	2
E_tot	-297466.234	eV
energy above the lowest of the compared OMol25 structures with the same formula, charge and spin	14.3	kcal/mol
HOMO-LUMO gap (alpha / beta)	6.94 / 6.96	eV
charge	+1

2.
Below is C44H48IrN5O2P2S2 as an isolated structure in a non-equilibrium geometry, with properties calculated with ωB97M-V/def2-TZVPD.

The geometry in XYZ format:
```
104
Properties=species:S:1:pos:R:3:forces:R:3
C 1.65643 -1.11386 -3.10100 -0.042 0.022 0.268
C 3.02663 2.85104 0.11920 -0.124 -0.001 -0.025
H 0.80203 0.27334 4.90970 -0.037 -0.072 -0.087
C -3.44377 -2.37676 -4.39180 0.055 0.031 0.020
H -4.30567 -2.85006 -4.83770 -0.039 -0.025 -0.066
H 5.19773 4.72344 1.89870 0.139 0.054 0.031
C -1.47227 4.50554 0.96550 0.140 -0.149 0.058
H -5.44407 0.57094 -1.26890 0.044 0.000 -0.091
H 0.94993 -3.10536 -2.70200 0.066 0.015 -0.114
H 2.92223 -0.00766 6.20150 -0.075 0.080 0.045
H -2.63187 -0.10206 -2.02770 -0.108 -0.007 0.053
H 1.53203 -3.48316 2.74390 -0.096 0.007 0.117
N 1.70053 0.03284 3.08560 0.165 0.084 0.146
C 2.84663 -0.14326 2.36710 0.173 -0.096 -0.822
C 4.74013 -3.67156 0.61110 0.083 -0.040 0.074
N -3.66497 1.45854 0.23250 -0.845 0.869 -0.237
C 1.90663 3.96334 1.92630 -0.063 -0.034 -0.047
C -2.39577 5.11034 1.80030 -0.098 0.095 0.019
C -0.96927 3.24734 1.28450 -0.004 -0.112 0.031
S 0.78153 -3.13116 -0.04900 0.740 -1.603 0.483
C 4.12253 -0.18776 4.41480 -0.036 0.015 -0.077
H -5.75857 1.45974 1.69100 0.110 -0.083 0.122
C 2.43773 -3.54066 2.15740 -0.265 -0.055 0.111
H -1.13997 5.02404 0.08030 0.006 0.082 -0.095
C 3.51813 -3.43126 0.00590 -0.132 -0.032 -0.087
H 3.14453 5.17344 3.17870 -0.015 0.078 0.098
H -4.95517 -1.75716 -0.18420 0.093 -0.064 -0.104
C 4.26773 4.26814 1.60030 -0.057 0.019 0.064
C -0.00067 1.31344 -3.18980 0.227 0.014 0.223
C 4.22423 3.42504 0.50180 0.124 -0.042 -0.053
N -2.46897 1.21274 -0.09400 0.115 0.288 -0.446
H 4.96103 -0.33546 2.44550 0.066 -0.052 -0.073
O -0.05347 -2.30936 0.88860 -0.691 0.773 0.610
H 2.66763 0.71574 -3.62320 -0.048 0.134 -0.057
C -3.06007 -0.36486 1.19630 0.021 0.305 -0.164
H -0.88467 -4.83006 -0.17410 -0.074 0.038 -0.080
H -3.06637 -1.25266 1.78990 -0.046 -0.243 0.195
H -5.91727 -2.26216 1.21610 0.032 -0.137 0.084
C -2.33647 3.21244 3.26730 -0.048 0.023 0.043
N -4.08027 0.49524 1.04260 1.391 -0.642 0.111
C 0.04243 3.20194 -1.42090 0.051 -0.181 0.158
H 3.71123 -3.93166 3.82410 0.032 0.021 0.123
H 5.63343 -3.73096 0.01040 0.107 0.025 -0.078
C 1.75443 0.10204 4.43090 -0.272 0.038 0.543
H -0.07817 -2.33766 -4.63110 0.021 -0.022 -0.017
C -1.41237 2.60194 2.43820 0.106 -0.039 -0.101
H 0.43673 4.21984 -1.33830 -0.158 -0.073 0.068
H 1.01213 4.17904 2.48800 -0.112 0.064 0.059
C -2.50577 -0.84946 -2.79760 0.133 0.041 0.090
H -6.75337 1.54794 -0.61060 -0.006 0.147 -0.050
Ir 0.26283 -0.08496 0.11820 0.838 0.204 -0.071
C -6.36267 -0.25906 0.51710 0.268 0.014 -0.014
P 0.26813 2.42284 0.24240 0.166 0.371 -0.049
H 2.91753 -4.20976 -3.65560 0.015 -0.123 -0.033
H -1.07357 1.52424 -3.20920 0.042 -0.135 -0.015
C 1.84893 3.13434 0.81000 -0.123 -0.159 0.107
H 0.18373 -5.09606 1.22770 0.079 0.076 0.147
C -5.93917 -1.70596 0.28130 -0.176 0.222 0.096
H 1.75753 2.24714 -2.33170 0.065 0.095 -0.090
C -2.82727 4.47094 2.95180 -0.007 -0.031 -0.036
H -1.02817 1.61784 2.66990 -0.017 0.027 0.099
N -2.04967 0.08744 0.48510 0.094 -0.508 0.233
C 3.88333 -2.37626 -4.20480 0.017 0.054 0.045
C 4.06883 -0.22826 3.04070 0.112 -0.021 0.278
P 0.17873 -0.34276 -2.36880 -0.334 0.159 -0.369
H -6.64907 -2.19256 -0.38120 -0.016 -0.104 -0.081
C 2.37003 -3.38806 0.78340 -0.147 0.060 -0.416
H 4.73623 -2.86486 -4.64930 0.089 -0.032 -0.051
C 1.75723 -2.50786 -3.10120 -0.033 0.106 -0.052
H 3.01003 2.17874 -0.72520 0.045 -0.029 -0.134
C 2.70173 -0.36246 -3.62960 -0.122 -0.049 0.032
H -1.03617 3.24374 -1.58980 0.020 0.072 -0.013
C 2.86233 -3.13176 -3.64750 0.016 -0.015 -0.075
H 5.12153 3.21464 -0.06220 0.068 -0.006 -0.013
H 3.45523 -3.27746 -1.06000 0.021 0.008 -0.157
C 3.66263 -3.77676 2.75760 -0.125 -0.011 -0.034
H -2.02987 -3.39856 -5.62900 0.021 -0.066 -0.097
C -2.16657 -2.68956 -4.82760 -0.110 -0.040 -0.031
C 0.14203 -4.82346 0.17940 0.075 0.572 -0.273
C 3.79973 -0.99366 -4.19120 0.110 -0.012 -0.004
C -3.61077 -1.43396 -3.38890 -0.053 0.023 0.018
H -2.67727 2.70834 4.16070 -0.004 -0.028 0.066
C 4.81273 -3.85106 1.98350 -0.031 0.042 -0.067
H 4.58653 -0.39726 -4.62600 0.104 0.038 -0.034
H 0.32173 1.16334 -4.22550 -0.112 -0.101 0.064
H -4.60447 -1.15176 -3.07170 -0.063 0.015 0.041
H -5.42197 -0.10876 2.48020 0.063 0.112 -0.045
H -7.11797 0.06214 -1.47700 -0.078 -0.058 -0.087
H 5.06273 -0.27306 4.93770 0.067 0.001 -0.015
H 0.80453 3.26344 -3.39570 0.102 -0.045 0.026
C -1.05677 -2.09626 -4.24740 0.023 0.066 -0.013
H 5.76343 -4.05336 2.45000 0.122 -0.029 0.059
C 2.93083 -0.02936 5.12290 0.197 -0.039 -0.296
C 3.11023 4.52574 2.31700 0.146 -0.019 0.006
C 0.73633 2.51714 -2.60030 -0.024 -0.026 0.013
H -2.78117 6.08674 1.54810 -0.025 0.081 -0.008
C -5.42707 0.43204 1.53180 -1.193 -0.049 -0.002
H 0.75253 -5.48826 -0.42130 0.102 -0.138 -0.070
C -6.41997 0.52904 -0.78830 -0.128 -0.107 0.174
H -7.35677 -0.25746 0.97170 0.051 0.041 0.060
S 2.77603 -0.27566 0.65540 -0.471 0.205 0.046
H -3.54587 4.94984 3.59990 -0.052 0.045 0.037
O 0.55473 0.14954 2.51590 -0.501 -0.137 -0.229
C -1.21527 -1.18646 -3.20580 0.054 -0.154 0.247
```
Forces are in eV/Å.

Computed properties:
2S+1	5
E_tot	-101023.131	eV
energy above the lowest of the compared OMol25 structures with the same formula, charge and spin	7.2	kcal/mol
HOMO-LUMO gap (alpha / beta)	7.22 / 6.03	eV
charge	+2